# 1
A molecular structure, C38H46IrN3O2S2Se, computed with ωB97M-V with the def2-TZVPD basis set.

```
93
C38H46IrN3O2S2Se (ωB97M-V with the def2-TZVPD basis set)
H 0.97 0.36 4.61
O 0.29 -1.65 -1.62
H -4.78 0.87 -0.13
H -2.10 -2.66 -0.51
H -0.83 2.74 -0.89
H -5.85 -0.24 3.87
H 3.40 3.88 3.50
H 0.56 -5.04 -1.98
H -3.24 2.85 -1.20
C 3.49 4.49 1.45
N 0.65 1.58 0.75
H -0.30 3.69 3.54
H 2.53 -2.71 -0.71
C 2.87 4.42 0.21
C -3.37 -0.38 0.90
H 4.32 5.17 1.60
H 5.10 -1.09 2.33
C -5.78 1.27 -3.66
C 2.99 3.74 2.50
H -2.61 -4.34 -0.50
H 1.02 2.79 -3.35
H -6.38 0.93 1.76
C -5.22 2.96 -2.02
C -2.26 -3.58 1.45
H 3.18 5.09 -0.59
C 2.60 -3.59 -4.00
C -4.56 0.34 0.79
C 1.48 0.70 3.70
H -2.65 -0.39 0.09
H 0.22 -3.37 0.11
C 1.45 2.63 1.01
C 1.32 2.22 3.57
C -5.17 -0.29 3.04
H 1.94 -3.64 -4.86
H -1.82 -4.41 1.99
H 4.93 -3.33 -0.91
C -0.44 3.70 -1.22
H 5.82 -4.11 -3.09
C 2.12 -3.17 -2.77
H -1.10 -4.58 -2.35
H 5.84 0.66 0.62
C -1.92 -3.63 -0.04
H -0.58 2.32 4.62
C 1.53 2.62 -2.40
Ir 0.50 -0.04 -0.17
H -4.22 -0.12 -4.15
H 1.38 4.64 -1.76
H -5.50 3.83 -1.44
H 2.87 -2.27 3.14
H -7.13 2.81 -3.00
C -3.98 -1.01 3.16
H 2.54 0.44 3.80
C -0.17 2.61 3.65
C -3.59 1.30 -2.66
C -3.11 -1.05 2.08
C -3.96 2.42 -1.89
C -6.14 2.38 -2.90
H 1.83 2.67 4.42
C 3.78 0.32 -0.15
S -1.66 -2.06 2.26
H -3.74 -1.52 4.08
H -0.74 2.10 2.87
H -0.74 4.46 -0.50
H 4.33 -4.27 -5.05
C 2.55 -2.24 2.10
O -0.61 -1.51 1.33
H -0.89 3.94 -2.18
C -0.20 -4.29 -1.80
H 2.77 -3.21 1.66
H 3.64 0.97 -1.00
H 2.61 2.68 -2.58
C 1.95 2.84 2.33
C 4.87 0.18 0.64
C -4.51 0.74 -3.55
C 3.94 -3.94 -4.10
H -3.34 -3.58 1.62
C 3.25 -1.15 1.35
N 4.52 -0.76 1.58
Se -1.88 0.56 -2.47
C 1.09 3.66 -1.36
H 1.29 1.61 -2.07
C -5.45 0.37 1.85
S 0.40 -2.77 -2.63
H 1.06 0.18 2.85
N 2.77 -0.51 0.31
H -0.31 -5.04 0.19
H -6.50 0.83 -4.35
C 4.28 -3.41 -1.77
C 1.81 3.55 -0.03
H 1.48 -2.08 2.06
C 2.94 -3.07 -1.65
C 4.77 -3.85 -3.00
C -0.48 -4.09 -0.31
```

For the HOMO-LUMO gap (spin up / spin down), the calculation gives 7.167 / 6.038 eV. Its expectation value of S² is 8.816. The highest occupied orbital energy (spin up / spin down) comes out at -8.98 / -10.18 eV. The total energy is -5092.1377 a.u. For the LUMO energy (spin up / spin down), the calculation gives -0.067 / -0.152 Ha. Its spin multiplicity is 6. Its net charge is +1.


# 2
A molecular structure, C38H47BBiI2N13O2P2, computed with ωB97M-V with the def2-TZVPD basis set.

```
106
C38H47BBiI2N13O2P2 (ωB97M-V with the def2-TZVPD basis set)
C -1.07 -3.49 -2.73
H 0.98 -3.13 -4.53
H -1.73 5.55 -1.05
H -0.86 3.63 -2.01
H 3.66 -0.08 0.26
C 3.70 3.84 2.54
N -0.43 -2.41 -2.24
H 1.89 -1.07 4.72
H -1.32 -3.96 1.49
P 0.08 -0.05 3.51
C 1.89 0.15 -3.69
H 2.33 0.84 3.20
H 3.82 -1.09 3.46
C -2.77 -3.15 4.02
H 0.72 1.90 -1.51
N 1.10 -0.39 -2.75
C 3.90 -1.67 2.54
C -3.56 0.63 -2.49
N -0.25 -1.38 -4.53
C 2.67 -3.47 0.80
I -3.22 7.63 0.64
H 1.56 0.22 -4.72
H -1.36 -3.53 -3.77
C 1.37 -2.63 3.29
C 1.31 3.44 -0.34
C -3.20 4.95 2.00
C -0.73 -3.80 -0.58
Bi 0.06 -0.50 0.36
C 0.99 -1.49 4.26
H 1.03 -2.68 -7.23
H 2.02 3.64 -1.15
C -2.88 3.63 2.14
H -1.72 -5.36 -1.79
H 3.62 -3.26 0.30
C 3.47 2.65 3.23
C 0.54 -2.10 -6.46
H 3.15 5.01 0.82
C -1.67 -0.52 3.83
H -0.19 2.12 4.58
C 2.95 0.17 -1.75
C -1.25 -4.40 -1.72
N -2.36 -3.79 4.89
N -1.87 -0.21 -1.28
C -0.51 -0.17 -7.89
H -1.58 2.12 -1.47
C 3.00 4.09 1.38
O -1.80 1.73 1.24
C 2.54 1.78 2.70
H -1.73 -1.17 4.69
H -4.80 0.95 -0.10
H 3.99 2.42 4.15
H 0.48 -3.16 2.98
C 3.07 0.54 -3.09
C -1.69 3.68 -0.06
H -4.53 1.03 -2.76
H 0.25 0.58 -8.09
C -0.70 -4.48 0.76
H 4.56 -1.14 1.85
N 0.35 2.41 -0.72
N 1.74 -0.38 -1.54
H -0.54 -0.85 -8.74
C -2.03 4.99 -0.17
H 0.40 -1.91 5.08
C -2.10 2.92 1.12
O -1.15 -1.74 1.79
H -3.34 0.78 0.86
C 4.01 0.29 -0.70
H -2.41 0.41 -4.41
I -3.59 2.59 3.77
H 3.93 0.98 -3.57
C -3.17 -2.29 2.97
C -0.22 -0.92 -6.62
N -0.23 -2.59 -0.88
H 4.33 -2.64 2.78
H 0.79 4.38 -0.17
H 4.31 1.33 -0.57
C -2.51 0.33 -3.34
C -4.06 -2.63 1.93
C 2.09 3.14 0.92
N 1.86 2.00 1.56
N -1.50 -0.17 -2.61
C -3.92 0.33 0.05
C -2.77 5.64 0.85
H -4.27 -0.67 0.32
H -2.28 0.37 4.00
N -2.24 -1.25 2.63
H -0.22 0.82 5.79
C 0.26 1.17 4.88
H 4.89 -0.27 -1.01
B -0.28 -1.07 -3.04
P 2.25 -2.00 1.81
C 0.51 -2.34 -5.11
H -3.78 5.46 2.76
H 1.92 -3.66 0.03
C -0.95 2.96 -1.16
H 2.03 -3.34 3.80
H -1.47 0.34 -7.83
H 1.32 1.34 5.08
H -2.76 -0.57 2.08
N -4.78 -2.81 1.04
C -3.12 0.27 -1.22
N -0.67 -0.48 -5.46
H 4.42 4.57 2.92
H 0.32 -4.54 1.16
H 2.79 -4.35 1.43
H -1.07 -5.49 0.64
```

For the HOMO-LUMO gap (spin up / spin down), the calculation gives 7.388 / 4.606 eV. Its expectation value of S² is 0.787. The highest occupied orbital energy (spin up / spin down) comes out at -9.72 / -9.72 eV. The total energy is -3855.8942 a.u. For the LUMO energy (spin up / spin down), the calculation gives -0.086 / -0.188 Ha. Its spin multiplicity is 2. Its net charge is +1.